Entry 1:
{
  "formula": "C37H37HgN2O3P2S3",
  "method": "ωB97M-V/def2-TZVPD",
  "symbols": ["Hg", "S", "P", "C", "P", "S", "C", "C", "C", "C", "C", "C", "C", "C", "C", "C", "C", "C", "C", "C", "C", "C", "C", "C", "C", "C", "C", "C", "C", "C", "H", "H", "H", "H", "H", "H", "H", "H", "H", "H", "H", "H", "H", "H", "H", "H", "H", "H", "H", "H", "C", "O", "C", "C", "C", "C", "C", "C", "O", "C", "O", "C", "H", "H", "H", "H", "H", "H", "H", "H", "H", "C", "N", "C", "S", "N", "C", "H", "H", "H", "H", "H", "H", "H", "H"],
  "xyz": [[-0.293, -0.324, -1.373], [-0.368, -3.310, 0.163], [-0.055, -1.771, 1.342], [0.711, -0.414, 0.536], [0.783, 1.200, 1.212], [0.459, 2.659, -0.097], [-0.205, 1.552, 2.711], [0.261, 1.414, 4.017], [-0.590, 1.623, 5.093], [-1.917, 1.965, 4.883], [-2.384, 2.117, 3.584], [-1.538, 1.909, 2.509], [2.498, 1.493, 1.803], [2.807, 2.687, 2.461], [4.115, 2.985, 2.806], [5.144, 2.111, 2.470], [4.849, 0.940, 1.786], [3.535, 0.634, 1.454], [0.988, -2.370, 2.751], [1.006, -3.727, 3.077], [1.891, -4.216, 4.026], [2.776, -3.362, 4.672], [2.760, -2.011, 4.366], [1.872, -1.527, 3.415], [-1.681, -1.467, 2.153], [-2.749, -1.123, 1.322], [-4.034, -1.033, 1.828], [-4.273, -1.293, 3.173], [-3.218, -1.634, 4.005], [-1.927, -1.724, 3.498], [1.296, 1.153, 4.199], [-0.214, 1.519, 6.105], [-2.586, 2.098, 5.724], [-3.416, 2.397, 3.409], [-1.889, 2.037, 1.491], [2.004, 3.380, 2.681], [4.341, 3.910, 3.326], [6.169, 2.349, 2.729], [5.648, 0.261, 1.512], [3.280, -0.290, 0.943], [0.325, -4.392, 2.561], [1.899, -5.276, 4.256], [3.469, -3.750, 5.410], [3.444, -1.329, 4.861], [1.862, -0.481, 3.169], [-2.564, -0.943, 0.268], [-4.854, -0.773, 1.169], [-5.280, -1.229, 3.569], [-3.399, -1.844, 5.054], [-1.103, -1.993, 4.148], [-2.374, -4.801, -6.263], [-2.685, -3.555, -6.824], [-2.540, -2.446, -5.984], [-2.923, -1.223, -6.522], [-2.832, -0.079, -5.739], [-2.360, -0.092, -4.393], [-2.301, 1.111, -3.621], [-2.976, 2.340, -4.224], [-1.740, 1.295, -2.452], [-1.963, -1.379, -3.848], [-1.601, -1.540, -2.612], [-2.060, -2.518, -4.680], [-2.654, -5.551, -7.004], [-2.935, -4.980, -5.338], [-1.304, -4.892, -6.040], [-3.281, -1.185, -7.546], [-3.127, 0.864, -6.185], [-4.014, 2.126, -4.513], [-2.445, 2.695, -5.121], [-2.968, 3.135, -3.476], [-1.746, -3.451, -4.227], [3.810, 2.811, -1.135], [3.434, 1.588, -1.822], [2.412, 1.511, -2.702], [1.949, 0.013, -3.319], [1.916, 2.702, -3.112], [0.805, 2.797, -4.051], [4.703, 2.614, -0.547], [3.022, 3.164, -0.462], [4.038, 3.591, -1.866], [3.614, 0.719, -1.348], [1.885, 3.393, -2.375], [0.768, 1.888, -4.643], [0.964, 3.655, -4.709], [-0.143, 2.893, -3.527]],
  "lowdin_spin": [0.001, 0.000, 0.000, 0.000, 0.001, 0.001, 0.000, 0.000, 0.000, 0.000, 0.000, 0.000, 0.000, 0.000, 0.000, 0.000, 0.000, 0.000, 0.000, 0.000, 0.000, 0.000, 0.000, 0.000, 0.000, 0.000, 0.000, 0.000, 0.000, 0.000, 0.000, 0.000, 0.000, 0.000, 0.000, 0.000, 0.000, 0.000, 0.000, 0.000, 0.000, 0.000, 0.000, 0.000, 0.000, 0.000, 0.000, 0.000, 0.000, 0.000, 0.001, 0.035, 0.107, 0.008, 0.136, 0.032, 0.271, 0.037, 0.222, 0.053, 0.033, 0.017, 0.000, 0.000, 0.001, -0.004, 0.017, 0.012, 0.015, 0.000, -0.001, 0.000, 0.000, 0.000, 0.000, 0.000, 0.002, 0.000, 0.000, 0.000, 0.000, 0.000, 0.000, 0.000, 0.000],
  "spin_multiplicity": 2,
  "total_charge": -2,
  "orbital_gap_ha": [0.0945, 0.2012],
  "molar_mass_g_mol": 916.453,
  "e_lumo_ha": [0.14904, 0.14903]
}

Entry 2:
{
  "formula": "C5H16N2O",
  "method": "ωB97M-V/def2-TZVPD",
  "symbols": ["C", "N", "C", "C", "N", "C", "C", "H", "H", "H", "H", "H", "H", "H", "H", "H", "H", "H", "H", "H", "H", "O", "H", "H"],
  "xyz": [[-2.264, -1.425, 1.841], [-1.399, -0.563, 1.052], [0.022, -0.692, 1.382], [0.928, 0.312, 0.629], [0.609, 0.582, -0.763], [-0.545, 1.450, -1.006], [0.566, -0.631, -1.559], [-1.703, -1.937, 2.627], [-3.062, -0.873, 2.337], [-2.717, -2.202, 1.221], [-1.673, 0.407, 1.093], [0.171, -0.571, 2.455], [0.343, -1.690, 1.088], [1.941, -0.084, 0.637], [0.912, 1.272, 1.160], [-0.672, 2.116, -0.161], [-1.464, 0.893, -1.189], [-0.351, 2.067, -1.882], [0.446, -0.375, -2.612], [1.515, -1.158, -1.477], [-0.276, -1.280, -1.291], [3.194, 1.425, -1.606], [3.246, 1.610, -2.548], [2.233, 1.348, -1.429]],
  "nbo_charge": [-0.411, -0.648, -0.236, -0.218, -0.479, -0.411, -0.425, 0.181, 0.194, 0.188, 0.355, 0.172, 0.184, 0.212, 0.192, 0.194, 0.192, 0.193, 0.197, 0.208, 0.190, -0.972, 0.458, 0.489],
  "orbital_gap_ha": 0.3463,
  "molar_mass_g_mol": 120.196,
  "e_lumo_ha": 0.03180
}

Entry 3:
{
  "formula": "C14H14HgNO5",
  "method": "ωB97M-V/def2-TZVPD",
  "symbols": ["O", "C", "Hg", "O", "C", "C", "O", "C", "O", "C", "O", "H", "C", "N", "C", "C", "C", "C", "C", "C", "C", "C", "H", "H", "H", "H", "H", "H", "H", "H", "H", "H", "H", "H", "H"],
  "xyz": [[4.298, 0.606, -2.104], [3.325, -0.100, -1.954], [1.591, 0.591, -0.825], [3.575, -2.425, -2.785], [3.408, -1.468, -2.151], [1.861, -2.205, -0.212], [1.792, -3.211, 0.278], [3.388, 0.316, 1.490], [2.757, 0.510, 2.474], [4.558, -0.689, 1.368], [4.771, -1.479, 0.428], [5.340, -0.525, 2.169], [-2.629, 1.340, 1.572], [-1.366, 0.547, 1.738], [-1.218, 0.050, 3.125], [-1.205, -0.537, 0.675], [-1.441, 0.025, -0.730], [-2.651, -0.220, -1.369], [-2.881, 0.274, -2.622], [-1.891, 0.967, -3.321], [-0.662, 1.222, -2.668], [-0.430, 0.714, -1.390], [-3.501, 0.645, 1.561], [-2.590, 1.931, 0.630], [-2.694, 2.027, 2.445], [-0.629, 1.243, 1.552], [-1.959, -0.742, 3.257], [-0.210, -0.339, 3.261], [-1.412, 0.881, 3.813], [-0.221, -1.007, 0.878], [-1.954, -1.300, 0.945], [-3.383, -0.784, -0.823], [-3.816, 0.103, -3.109], [-2.065, 1.328, -4.349], [0.145, 1.714, -3.247]],
  "nbo_charge": [-0.497, -0.151, 1.081, -0.366, 0.604, 0.448, -0.446, 0.393, -0.462, 0.283, -0.446, 0.184, -0.429, -0.350, -0.414, -0.233, -0.173, -0.198, -0.208, -0.169, -0.274, -0.405, 0.234, 0.258, 0.234, 0.433, 0.230, 0.240, 0.238, 0.221, 0.228, 0.213, 0.231, 0.239, 0.230],
  "total_charge": 1,
  "orbital_gap_ha": [0.2501, 0.2104],
  "molar_mass_g_mol": 476.858,
  "e_lumo_ha": [-0.15331, -0.17124]
}

Entry 4:
{
  "formula": "C35H81N11O34",
  "method": "ωB97M-V/def2-TZVPD",
  "symbols": ["C", "N", "O", "O", "H", "H", "H", "C", "N", "O", "O", "H", "H", "H", "C", "N", "O", "O", "H", "H", "H", "C", "N", "O", "O", "H", "H", "H", "C", "N", "O", "O", "H", "H", "H", "C", "N", "O", "O", "H", "H", "H", "C", "N", "O", "O", "H", "H", "H", "C", "N", "O", "O", "H", "H", "H", "C", "N", "O", "O", "H", "H", "H", "C", "N", "O", "O", "H", "H", "H", "C", "N", "O", "O", "H", "H", "H", "O", "C", "O", "C", "C", "C", "H", "H", "H", "H", "H", "H", "H", "H", "O", "C", "O", "C", "C", "C", "H", "H", "H", "H", "H", "H", "H", "H", "O", "C", "O", "C", "C", "C", "H", "H", "H", "H", "H", "H", "H", "H", "O", "C", "O", "C", "C", "C", "H", "H", "H", "H", "H", "H", "H", "H", "O", "C", "O", "C", "C", "C", "H", "H", "H", "H", "H", "H", "H", "H", "O", "C", "O", "C", "C", "C", "H", "H", "H", "H", "H", "H", "H", "H"],
  "xyz": [[0.603, 5.330, -1.268], [-0.664, 4.577, -1.107], [-0.797, 3.901, -0.100], [-1.519, 4.713, -1.958], [0.354, 6.209, -1.857], [1.280, 4.682, -1.818], [0.971, 5.672, -0.307], [2.000, 0.849, 5.491], [1.608, 2.205, 5.915], [1.788, 2.502, 7.074], [1.122, 2.973, 5.105], [1.154, 0.171, 5.521], [2.784, 0.544, 6.179], [2.403, 0.820, 4.483], [-3.456, 2.347, -0.403], [-4.762, 1.710, -0.671], [-4.904, 1.018, -1.653], [-5.601, 1.808, 0.188], [-3.672, 3.254, 0.148], [-2.905, 2.520, -1.321], [-2.885, 1.646, 0.203], [4.110, -1.284, -1.253], [5.332, -1.943, -0.722], [6.383, -1.349, -0.882], [5.233, -2.998, -0.145], [3.408, -1.268, -0.424], [3.720, -1.897, -2.062], [4.324, -0.256, -1.506], [-1.198, 5.012, 3.333], [-1.361, 6.172, 2.413], [-0.458, 6.441, 1.662], [-2.372, 6.813, 2.539], [-2.093, 4.927, 3.934], [-0.311, 5.198, 3.931], [-1.054, 4.126, 2.718], [-5.370, -2.334, -2.082], [-5.885, -2.560, -3.471], [-6.085, -1.573, -4.143], [-6.121, -3.690, -3.834], [-5.378, -3.282, -1.559], [-6.078, -1.633, -1.647], [-4.378, -1.901, -2.169], [-1.809, -0.547, 5.375], [-3.109, -0.450, 6.109], [-3.092, -0.297, 7.304], [-4.111, -0.450, 5.433], [-1.604, -1.613, 5.321], [-1.055, 0.059, 5.856], [-2.022, -0.156, 4.388], [5.947, 2.324, -0.496], [4.494, 2.411, -0.621], [3.766, 1.635, -0.015], [4.022, 3.379, -1.195], [6.176, 2.438, 0.560], [6.476, 3.056, -1.096], [6.267, 1.356, -0.889], [-3.545, 0.148, -5.768], [-2.509, 0.834, -4.955], [-1.352, 0.501, -5.120], [-2.886, 1.731, -4.238], [-4.235, -0.432, -5.163], [-3.061, -0.497, -6.498], [-4.043, 0.897, -6.380], [-4.432, 2.884, 4.349], [-3.083, 2.416, 3.927], [-2.851, 2.278, 2.748], [-2.241, 2.258, 4.787], [-4.963, 2.049, 4.803], [-4.933, 3.145, 3.421], [-4.356, 3.713, 5.043], [1.650, 1.414, -3.647], [1.990, 2.740, -4.203], [3.106, 2.872, -4.653], [1.108, 3.569, -4.234], [2.526, 0.883, -3.288], [1.258, 0.807, -4.464], [0.899, 1.450, -2.869], [-1.645, -3.762, -2.091], [-1.395, -4.780, -2.688], [-1.842, -5.144, -3.885], [-2.958, -4.477, -4.462], [-3.673, -5.500, -5.344], [-0.458, -5.807, -2.112], [-2.648, -3.605, -5.046], [-3.627, -4.110, -3.684], [-4.378, -4.973, -5.990], [-4.291, -6.115, -4.691], [-2.983, -6.077, -5.951], [0.232, -6.115, -2.903], [-0.971, -6.738, -1.867], [0.120, -5.441, -1.273], [0.856, -0.725, -1.445], [-0.213, -0.262, -1.118], [-0.385, 0.623, -0.147], [0.729, 1.032, 0.650], [0.119, 1.350, 2.022], [-1.498, -0.479, -1.886], [1.212, 1.930, 0.271], [1.408, 0.185, 0.730], [-0.729, 2.015, 1.884], [0.878, 1.822, 2.644], [-0.293, 0.452, 2.482], [-2.364, -0.788, -1.311], [-1.306, -1.149, -2.718], [-1.721, 0.516, -2.285], [5.034, -3.735, -5.971], [4.559, -3.909, -4.878], [3.404, -3.412, -4.436], [2.558, -2.772, -5.434], [1.278, -2.467, -4.677], [5.308, -4.674, -3.796], [2.444, -3.429, -6.297], [3.119, -1.915, -5.813], [0.549, -1.828, -5.169], [1.577, -2.111, -3.692], [0.811, -3.438, -4.488], [5.063, -5.723, -3.968], [5.021, -4.354, -2.797], [6.372, -4.526, -3.947], [1.133, -1.575, 3.383], [1.056, -2.780, 3.327], [1.122, -3.534, 2.235], [1.531, -2.935, 0.985], [2.055, -4.122, 0.190], [0.796, -3.642, 4.548], [2.281, -2.153, 1.088], [0.631, -2.494, 0.553], [2.163, -3.892, -0.871], [1.462, -5.008, 0.408], [3.062, -4.396, 0.513], [1.362, -3.224, 5.379], [1.058, -4.682, 4.377], [-0.263, -3.587, 4.803], [5.507, 5.559, 4.177], [4.941, 6.329, 3.437], [3.706, 6.217, 2.985], [2.963, 5.058, 3.371], [3.141, 3.934, 2.361], [5.713, 7.491, 2.877], [1.914, 5.334, 3.418], [3.256, 4.704, 4.358], [2.256, 3.812, 1.742], [3.378, 2.985, 2.853], [4.069, 4.019, 1.789], [6.767, 7.235, 2.894], [5.517, 8.411, 3.424], [5.492, 7.671, 1.822], [-2.545, -2.986, 3.165], [-2.458, -3.257, 1.989], [-2.860, -2.462, 0.997], [-3.336, -1.163, 1.342], [-4.775, -1.210, 1.801], [-1.992, -4.570, 1.473], [-3.170, -0.467, 0.525], [-2.730, -0.756, 2.156], [-5.443, -1.712, 1.093], [-5.234, -0.232, 1.966], [-4.929, -1.749, 2.738], [-1.239, -4.437, 0.686], [-2.804, -5.066, 0.939], [-1.489, -5.227, 2.175]],
  "mulliken_charge": [-0.765, 0.868, -0.256, -0.556, 0.407, 0.108, 0.195, -0.543, 0.864, -0.571, -0.386, 0.071, 0.391, 0.189, 0.208, 1.102, -0.602, -0.619, 0.312, 0.108, -0.487, 0.694, 1.087, -0.643, -0.594, -0.281, -0.119, -0.147, -0.195, 1.084, -0.577, -0.624, 0.239, 0.324, -0.279, -0.393, 0.975, -0.629, -0.569, 0.293, 0.423, -0.118, -0.411, 1.148, -0.639, -0.576, 0.368, 0.340, -0.357, -0.821, 0.774, -0.235, -0.538, 0.340, 0.322, 0.238, -0.739, 0.987, -0.508, -0.504, 0.158, 0.309, 0.329, -1.113, 0.997, -0.209, -0.520, 0.311, 0.369, 0.309, -0.186, 1.124, -0.619, -0.578, 0.077, 0.199, -0.094, 0.045, 0.540, -0.377, 0.461, -1.418, -0.962, 0.191, -0.144, 0.380, 0.334, 0.398, 0.427, 0.342, -0.099, -0.186, -0.446, 0.617, -0.134, 1.326, 1.377, 0.041, -0.087, -1.147, -0.108, -0.229, -1.124, 0.372, -0.205, -0.580, 0.624, -0.132, -0.634, -0.256, -0.853, 0.421, 0.372, 0.332, -0.131, 0.086, 0.262, 0.122, 0.337, -0.309, 0.734, -0.438, 0.882, -1.805, -1.307, 0.749, -0.572, 0.220, 0.611, 0.245, 0.373, 0.353, 0.210, -0.578, 0.825, -0.393, -0.125, -0.153, -1.121, -0.148, 0.441, -0.288, 0.227, 0.334, 0.351, 0.264, 0.307, -0.554, 0.679, -0.104, 3.268, -1.521, -0.715, -1.470, -1.157, 0.207, 0.338, 0.430, -0.217, 0.375, 0.356],
  "orbital_gap_ha": 0.3639,
  "molar_mass_g_mol": 1200.076,
  "e_lumo_ha": -0.01697
}

Number 4 is which compound? C35H81N11O34